#P
The molecule CCl4OS. Source: OMol25; level of theory: ωB97M-V/def2-TZVPD.

Last column: natural (NBO) charge in e.
Atoms and positions in Å:
C -0.04 -0.35 0.80  -0.35
O -0.33 -0.57 -2.01  -0.87
S -0.66 0.41 -1.02  1.26
Cl 0.81 1.06 1.62  0.01
Cl -1.42 -0.83 1.75  0.08
Cl 0.97 -1.67 0.23  0.09
Cl 0.65 1.95 -1.37  -0.21

Computed properties:
Net charge   0
Orbital gap   9.77 eV

***

#Q
The molecule CCl4OS. Source: OMol25; level of theory: ωB97M-V/def2-TZVPD.

Last column: natural (NBO) charge in e.
Atoms and positions in Å:
O 0.58 1.25 -1.54  -0.84
Cl 0.00 -1.55 -2.08  -0.28
Cl -0.76 -1.60 1.03  0.08
Cl 0.96 0.72 1.99  0.04
Cl -1.56 1.14 0.67  0.07
S 0.95 0.01 -0.83  1.30
C -0.17 0.03 0.76  -0.36

Computed properties:
Net charge   0
Orbital gap   9.56 eV

***

#R
The molecule CCl4OS. Source: OMol25; level of theory: ωB97M-V/def2-TZVPD.

Last column: natural (NBO) charge in e.
Atoms and positions in Å:
C -0.86 0.52 0.84  -0.35
O 1.20 -1.14 0.76  -0.83
S 0.37 -0.46 -0.20  1.47
Cl -1.94 1.45 -0.17  0.06
Cl -0.77 -1.87 -1.33  -0.16
Cl 1.83 -0.05 -1.74  -0.25
Cl 0.18 1.54 1.85  0.06

Computed properties:
SMILES   O=S(Cl)(Cl)=C(Cl)Cl
Net charge   0
Orbital gap (alpha / beta)   7.13 / 7.13 eV

***

#S
A structure of composition CCl4OS. Source: OMol25; level of theory: ωB97M-V/def2-TZVPD.

Last column: natural (NBO) charge in e.
Atoms and positions in Å:
C 0.56 -0.46 -1.36  -0.24
O -1.16 -1.39 0.75  -0.84
S -0.44 -0.15 0.59  1.37
Cl 0.34 1.06 -2.04  0.07
Cl 2.20 -0.52 -0.81  0.02
Cl 0.47 0.22 2.41  -0.19
Cl -1.98 1.24 0.46  -0.20

Computed properties:
Net charge   0
Orbital gap   7.74 eV

***

Decreasing stability: #Q, #P, #R, #S

***

#P
A cluster of 2 separate species, C6H16O in total. Source: OMol25; level of theory: ωB97M-V/def2-TZVPD.

Last column: natural (NBO) charge in e.
Atoms and positions in Å:
C 0.07 0.17 -2.59  -0.61
C 0.61 -0.58 -1.38  -0.40
C 0.94 0.29 -0.19  -0.39
C -0.17 1.24 0.29  -0.23
C 0.49 2.39 1.11  -0.60
C -1.24 0.51 1.11  -0.61
H 0.05 -0.49 -3.46  0.21
H 0.71 0.98 -2.92  0.20
H -0.91 0.59 -2.42  0.20
H -0.19 -1.30 -1.16  0.19
H 1.45 -1.23 -1.67  0.21
H 1.13 -0.38 0.65  0.19
H 1.86 0.86 -0.35  0.20
H -0.64 1.82 -0.51  0.20
H 0.35 3.36 0.65  0.21
H -0.04 2.49 2.06  0.20
H 1.53 2.24 1.39  0.21
H -1.15 -0.56 1.01  0.21
H -2.20 0.95 0.89  0.22
H -1.02 0.69 2.17  0.20
H -0.01 -2.70 0.94  0.47
H -0.44 -3.41 2.24  0.47
O -0.51 -3.42 1.29  -0.94

Computed properties:
SMILES   CCCC(C)C.O
Net charge   0
Orbital gap   11.93 eV

***

#Q
A cluster of 2 separate species, C6H16O in total. Source: OMol25; level of theory: ωB97M-V/def2-TZVPD.

Last column: natural (NBO) charge in e.
Atoms and positions in Å:
C 1.56 3.01 -0.76  -0.60
C -2.23 -1.98 -0.94  -0.61
C 1.21 1.60 -1.20  -0.39
C -1.63 -0.81 -0.16  -0.39
C 0.16 0.92 -0.29  -0.40
C -0.39 -0.28 -0.94  -0.39
H 2.05 3.53 -1.60  0.21
H 2.25 3.00 0.10  0.20
H 0.65 3.57 -0.48  0.20
H -2.47 -1.66 -1.97  0.20
H -3.16 -2.32 -0.45  0.21
H -1.53 -2.83 -0.99  0.20
H 0.85 1.71 -2.24  0.19
H 2.16 1.04 -1.22  0.20
H -1.26 -1.02 0.86  0.19
H -2.40 -0.02 -0.08  0.19
H 0.51 0.58 0.70  0.20
H -0.64 1.67 -0.12  0.19
H -0.76 0.08 -1.92  0.19
H 0.34 -1.09 -1.13  0.20
O 1.43 -2.59 5.15  -0.94
H 1.06 -3.01 4.34  0.47
H 2.24 -3.11 5.35  0.47

Computed properties:
SMILES   CCCCCC.O
Net charge   0
Orbital gap   11.36 eV

***

Decreasing stability: #Q, #P

***

#P
A structure of composition C7H8. Source: OMol25; level of theory: ωB97M-V/def2-TZVPD.

Last column: natural (NBO) charge in e.
Atoms and positions in Å:
C 2.65 1.05 -0.56  -0.22
C 1.54 0.59 -0.37  -0.02
C 0.21 0.06 -0.09  -0.16
C -0.09 -1.38 0.39  -0.46
C -1.55 -0.92 0.11  -0.06
C -0.64 0.78 0.99  -0.44
C -0.94 -0.14 -1.11  -0.46
H 3.63 1.44 -0.73  0.24
H 0.19 -1.67 1.42  0.21
H 0.21 -2.16 -0.32  0.22
H -1.69 0.06 1.00  0.26
H -1.00 1.78 0.73  0.22
H -0.26 0.70 2.02  0.22
H -0.70 -0.83 -1.93  0.22
H -1.47 0.74 -1.48  0.21

Computed properties:
Net charge   0
Orbital gap   8.87 eV

***

#Q
The molecule C7H8. Source: OMol25; level of theory: ωB97M-V/def2-TZVPD.

Last column: natural (NBO) charge in e.
Atoms and positions in Å:
C -0.97 -0.73 -1.06  -0.57
C -0.14 0.01 0.00  -0.21
C -0.95 0.25 1.29  -0.57
C 1.06 -0.80 0.32  0.00
C 2.05 -1.44 0.57  -0.22
C 0.38 1.28 -0.53  0.00
C 0.97 2.24 -0.95  -0.21
H -0.39 -0.85 -1.98  0.22
H -1.88 -0.16 -1.30  0.22
H -1.26 -1.72 -0.69  0.22
H -1.23 -0.71 1.73  0.22
H -0.35 0.80 2.01  0.22
H -1.85 0.82 1.07  0.22
H 2.93 -2.01 0.79  0.24
H 1.62 3.02 -1.28  0.24

Computed properties:
SMILES   C#CC(C)(C)C#C
Net charge   0
Orbital gap   10.84 eV

***

Decreasing stability: #Q, #P